Entry from the OMol25 dataset: C53H74As3KN4OTe as an isolated structure (wB97M-V/def2-TZVPD).

CARTESIAN COORDINATES (ANGSTROEM)
H (-7.41, -5.18, 3.62)
N (-4.67, -2.98, 0.74)
H (2.81, -5.84, -2.59)
C (1.18, -2.35, -0.11)
H (-0.96, 7.10, 1.40)
H (-1.64, 2.13, 2.98)
H (5.60, 1.30, 1.93)
As (4.75, -4.53, -1.63)
Te (-0.10, 3.28, -0.05)
C (-2.02, 5.97, -3.06)
C (4.58, 1.20, 2.33)
H (-0.36, 0.87, -1.50)
H (2.35, -5.21, -1.00)
H (-2.00, 8.58, -4.18)
C (4.09, 0.52, -0.45)
H (3.69, -3.82, 2.61)
H (-0.81, -7.12, 0.34)
C (-5.78, 1.48, -0.36)
H (-4.17, -1.51, 2.95)
O (0.65, 3.95, 3.07)
H (2.18, 2.44, 4.60)
H (-2.38, 9.34, -2.63)
H (3.63, -0.06, -1.25)
H (0.12, -2.09, -0.01)
C (-1.64, -5.50, 1.48)
H (0.94, -0.25, -1.92)
N (-2.52, -2.12, 0.21)
C (3.56, -3.79, 1.53)
H (-1.68, -6.05, 2.41)
C (4.72, -2.96, 0.93)
C (3.45, 2.57, -3.42)
H (-6.16, 2.45, -0.67)
H (4.59, 3.25, -5.11)
H (-2.42, -3.25, -2.68)
N (1.36, 2.33, 1.55)
C (-0.89, 5.00, -1.16)
C (5.02, -3.63, -3.36)
H (-1.22, -2.20, -1.97)
C (-0.84, 6.26, -0.56)
H (-7.26, -5.81, 1.36)
H (1.76, -1.64, 2.97)
H (4.30, -2.82, -3.49)
N (-4.38, -0.73, 0.59)
K (-0.17, 0.21, 1.51)
H (1.77, 5.77, -0.91)
H (1.17, -3.13, 3.77)
C (6.01, -3.73, 1.27)
H (3.72, -4.82, 1.19)
C (-4.90, -2.30, 3.09)
H (-2.50, 5.85, -4.03)
C (-5.24, -3.14, 2.03)
C (4.53, 2.39, -4.45)
H (4.35, 1.50, -5.05)
H (4.05, 2.14, 2.24)
H (2.09, 1.01, 3.54)
C (2.86, -4.96, -1.94)
H (6.17, -3.74, 2.35)
H (5.43, -2.23, -0.97)
C (-1.52, 4.85, -2.41)
H (-5.61, -5.70, 0.76)
C (-1.66, 3.50, -3.06)
C (4.60, -2.85, -0.60)
C (3.46, 3.67, -2.56)
C (-2.50, 8.44, -3.22)
H (3.72, 1.55, -0.54)
H (-2.44, -3.70, 2.35)
H (0.65, 7.14, 0.71)
H (5.97, -4.77, 0.92)
H (2.45, 4.74, 0.35)
H (5.88, -1.18, 1.25)
C (2.57, 5.05, -0.69)
H (3.52, 5.56, -0.81)
H (-2.94, 4.02, 2.32)
H (5.51, 2.28, -3.97)
C (-2.04, -3.44, 0.27)
C (-6.48, -5.11, 1.07)
C (4.91, -1.57, 1.56)
H (0.65, 1.59, 4.41)
C (-1.37, 7.36, -1.25)
C (2.47, 3.86, -1.61)
H (-6.85, -3.67, 5.50)
H (-2.09, 2.78, -2.36)
H (2.41, 0.77, -3.92)
C (1.42, 2.93, -1.49)
C (-4.65, 1.65, 0.62)
C (1.56, 1.89, 3.88)
C (-4.31, 2.90, 1.10)
H (-4.34, -3.86, 0.35)
H (-5.22, -1.83, 5.14)
H (0.08, -2.20, 2.76)
C (-0.25, 6.53, 0.80)
C (2.43, 1.65, -3.28)
As (1.57, -3.64, 1.32)
C (-2.52, 1.91, 2.36)
H (-5.38, -0.83, 0.57)
C (-1.08, -5.35, -0.84)
C (-2.82, 0.60, 1.96)
C (-5.49, -2.49, 4.33)
H (1.79, -1.45, -0.07)
H (-5.45, 0.93, -1.25)
H (5.17, 0.51, -0.58)
H (4.91, -4.35, -4.17)
H (1.28, -2.84, -1.07)
C (-6.71, -4.37, 3.47)
H (-0.04, 0.47, -3.19)
H (-0.68, -5.80, -1.74)
H (-0.71, -3.66, -2.85)
C (1.42, 1.80, -2.31)
H (6.03, -3.22, -3.41)
C (0.43, 0.67, -2.22)
C (-3.24, 3.04, 1.97)
H (6.88, -3.26, 0.80)
H (-3.57, 8.31, -3.43)
H (2.34, -4.14, -2.42)
H (3.68, -2.35, -0.89)
C (1.15, 2.86, 2.74)
H (0.02, 5.64, 1.36)
As (3.58, -0.13, 1.31)
H (-6.62, 0.93, 0.07)
C (-6.39, -3.52, 4.53)
H (-2.31, 3.56, -3.94)
H (4.63, 0.92, 3.38)
H (-0.70, 3.12, -3.38)
C (-1.51, -4.03, -0.89)
H (4.26, 4.39, -2.64)
H (-1.32, 8.34, -0.78)
C (-3.75, -1.92, 0.53)
C (-6.14, -4.19, 2.22)
H (4.97, -1.71, 2.65)
C (-1.16, -6.09, 0.33)
C (-1.46, -3.24, -2.17)
C (-3.90, 0.55, 1.07)
C (1.12, -2.51, 2.87)
C (-2.06, -4.18, 1.46)
H (-4.87, 3.77, 0.76)
C (-1.95, 7.24, -2.49)
H (-6.81, -4.54, 0.20)

E_HOMO (spin up / spin down) ... -0.1413 / -0.1531 hartree
ΔE to the lowest compared entry with this formula, charge and spin ... 6.9 kcal per mole
Expectation value of S² ... 0.77
Kohn-Sham gap (spin up / spin down) ... 5.99 / 6.31 eV
Net charge ... -1
Strongest force on any atom ... 0.009 hartree/bohr
Spin multiplicity ... 2

Entry from the OMol25 dataset: a 13-piece molecular cluster, C53H76F8O37 overall in a non-equilibrium geometry (wB97M-V/def2-TZVPD).

CARTESIAN COORDINATES (ANGSTROEM)
H (16.00, -11.03, -0.49)
C (21.04, -12.24, 7.79)
C (21.38, -14.64, 4.95)
H (20.06, -6.01, 1.14)
H (13.00, -9.61, 3.94)
H (12.85, -6.77, 11.88)
O (16.53, -4.91, 2.39)
C (12.92, -9.72, 8.71)
C (17.63, -5.30, 2.47)
C (12.32, -12.46, 4.21)
O (15.30, -17.37, 5.46)
C (9.99, -4.90, 5.37)
C (18.38, -9.41, 0.29)
H (20.80, -12.72, 9.87)
H (22.55, -7.83, 0.45)
O (15.92, -10.88, 10.98)
C (11.79, -2.54, 3.04)
H (10.73, -2.67, 3.26)
F (17.71, -8.78, 4.94)
F (14.23, -7.34, 1.93)
H (22.62, -14.38, 7.96)
C (10.62, -12.95, 5.64)
C (13.06, -3.60, 1.10)
F (14.22, -9.55, 1.74)
O (12.15, -1.25, 3.57)
O (14.11, -2.05, 6.19)
C (10.34, -13.55, 4.26)
F (13.29, -7.79, 4.69)
C (15.43, -17.13, 4.13)
H (20.02, -5.56, 5.42)
O (8.92, -4.78, 4.56)
H (9.77, -11.87, 7.29)
O (22.38, -10.90, 3.27)
C (19.58, -6.40, 2.04)
H (13.91, -3.57, 4.82)
H (22.88, -13.00, 5.26)
C (16.82, -16.78, 7.25)
H (14.58, -13.72, 9.07)
C (14.30, -8.52, 2.63)
O (10.63, -4.02, 5.81)
C (21.09, -13.22, 8.94)
C (16.51, -11.87, 10.12)
C (9.55, -12.08, 6.25)
H (19.18, -6.96, 4.64)
C (22.34, -14.03, 8.96)
H (16.21, -11.63, 9.10)
H (20.90, -6.81, 4.52)
O (11.52, -13.31, 3.54)
H (22.23, -14.91, 9.60)
C (15.81, -16.28, 6.23)
O (20.50, -10.91, 4.43)
C (17.06, -9.21, -0.51)
C (19.77, -5.48, 3.25)
C (13.10, -8.57, 3.59)
O (14.44, -10.84, 12.66)
F (17.08, -12.24, 4.86)
H (18.21, -9.24, 1.35)
H (14.06, -3.35, 1.46)
H (20.80, -7.80, 0.75)
C (12.11, -2.48, 1.52)
O (12.07, -9.00, 9.47)
H (21.47, -11.28, 8.07)
O (19.31, -8.52, -0.33)
C (14.65, -2.83, 5.12)
C (15.01, -11.42, 11.81)
O (15.76, -9.56, 4.34)
H (11.21, -2.61, 0.91)
H (14.75, -5.47, 5.98)
H (17.80, -16.86, 6.75)
C (19.03, -13.26, 8.04)
C (15.79, -3.61, 5.76)
O (18.56, -4.72, 3.28)
C (19.98, -6.22, 4.56)
H (23.52, -9.18, 2.88)
C (15.63, -8.51, 3.38)
H (10.11, -14.61, 4.32)
H (8.01, -6.18, 3.24)
O (14.20, -9.28, 8.87)
C (16.60, -10.47, -1.22)
H (8.55, -12.51, 6.17)
H (12.60, -6.93, 9.37)
C (17.07, -9.88, 4.46)
O (20.27, -17.20, 2.94)
H (18.73, -10.42, 0.07)
O (14.28, -2.10, 8.42)
H (19.34, -14.16, 5.39)
O (15.75, -15.85, 3.97)
C (12.22, -7.49, 11.36)
C (15.33, -14.17, 9.73)
H (20.58, -4.76, 3.10)
H (10.96, -13.70, 6.35)
O (12.71, -1.17, 1.40)
H (17.59, -11.90, 10.17)
H (16.97, -15.93, 7.93)
H (15.01, -15.73, 6.71)
H (16.05, -14.64, 9.05)
H (17.36, -11.15, -1.60)
C (9.35, -8.34, 5.07)
H (21.32, -10.06, 0.84)
O (14.89, -12.74, 11.58)
C (14.21, -8.25, 9.88)
H (19.85, -13.19, 4.05)
H (10.20, -6.95, 3.57)
C (16.43, -15.37, 5.12)
H (14.86, -7.40, 9.69)
C (17.38, -11.05, 5.41)
H (12.09, -8.37, 11.99)
H (16.79, -3.31, 5.45)
F (16.64, -10.94, 6.51)
O (21.55, -15.84, 4.19)
H (16.55, -5.62, 5.90)
F (17.60, -10.25, 3.26)
C (21.78, -7.98, 1.21)
O (19.63, -12.15, 7.54)
C (15.67, -5.12, 5.50)
O (17.46, -8.25, -1.53)
C (21.74, -9.43, 1.62)
O (13.35, -12.02, 3.81)
C (12.74, -7.83, 9.98)
H (7.58, -6.27, 4.93)
O (12.63, -10.64, 8.08)
O (11.81, -12.18, 5.43)
H (21.26, -14.75, 6.03)
O (20.70, -9.59, 2.66)
O (18.15, -6.37, 1.86)
O (15.18, -17.91, 3.31)
H (10.29, -8.90, 5.12)
H (23.59, -10.43, 1.59)
F (11.93, -8.20, 2.97)
C (20.42, -16.20, 3.53)
H (13.18, -3.64, 0.02)
C (15.92, -13.16, 10.68)
C (22.97, -9.96, 2.36)
H (14.54, -8.68, 10.84)
H (16.62, -17.75, 7.68)
H (11.25, -7.00, 11.21)
H (16.19, -14.32, 5.08)
O (17.92, -13.57, 7.88)
H (22.42, -13.40, 3.57)
C (14.61, -2.48, 7.36)
H (21.50, -12.59, 6.87)
H (8.73, -8.90, 4.37)
C (18.78, -7.98, -1.47)
H (19.87, -7.44, 2.19)
H (17.51, -15.53, 5.15)
C (21.13, -10.49, 3.55)
H (23.53, -14.36, 4.58)
O (19.48, -15.22, 3.65)
C (9.65, -6.96, 4.51)
H (9.47, -13.07, 3.79)
H (14.90, -15.01, 10.28)
C (12.60, -0.47, 2.55)
H (15.50, -5.31, 4.44)
O (19.99, -14.08, 8.55)
H (15.61, -7.59, 3.96)
C (22.59, -13.80, 4.56)
H (9.56, -11.13, 5.71)
H (18.45, -10.98, 5.60)
H (12.37, -3.39, 3.41)
O (10.30, -6.21, 5.54)
H (14.96, -2.15, 4.32)
H (16.26, -8.79, 0.11)
H (9.00, -8.30, 6.09)
H (15.90, -10.32, -2.04)
H (12.76, -4.58, 1.47)
O (15.57, -3.40, 7.17)
O (19.38, -7.28, -2.21)
O (12.89, 0.64, 2.66)
H (21.85, -7.33, 2.08)
C (19.96, -14.17, 4.49)
H (23.24, -13.47, 9.21)
H (16.65, -13.71, 11.28)
H (16.46, -8.46, 2.68)
C (8.43, -6.09, 4.24)

E_HOMO ... -0.3877 hartree
Kohn-Sham gap ... 10.29 eV
Strongest force on any atom ... 0.070 hartree/bohr

Entry from the OMol25 dataset: C53H87B2GeHgN12S6Se as an isolated structure (wB97M-V/def2-TZVPD).

CARTESIAN COORDINATES (ANGSTROEM)
C (0.03, 4.63, 5.93)
S (-2.72, 0.26, -0.81)
H (-1.63, -0.96, -3.15)
H (6.41, -0.85, 3.23)
H (1.16, 1.35, 6.01)
C (4.11, -2.99, 1.03)
C (1.57, 3.53, 3.57)
H (3.41, 4.81, 1.98)
C (-3.88, -2.53, 4.19)
H (-0.96, -4.38, -4.57)
C (-1.26, 3.19, -1.55)
H (-2.22, -0.45, 3.47)
C (-5.57, -0.41, 0.01)
N (3.57, -1.97, 1.79)
H (3.58, -1.09, -3.98)
H (-5.08, 0.73, 5.28)
C (-2.33, -2.65, 6.11)
C (-1.07, 6.44, 2.17)
B (0.62, -4.05, 0.95)
H (2.25, 4.04, 4.24)
Hg (-0.20, -0.17, 0.05)
N (-0.20, -3.83, 2.23)
C (0.27, -4.34, 3.42)
H (4.98, -1.75, -3.09)
B (-1.37, 2.08, 0.97)
C (-2.15, 6.49, 1.08)
C (-1.45, 4.52, -2.12)
S (-0.82, 1.95, -2.58)
H (-0.31, 4.47, -3.93)
N (-1.45, 3.11, -0.20)
H (-1.54, 2.69, 6.92)
H (2.11, 2.84, 6.17)
N (-0.57, 2.52, 3.26)
S (1.40, 2.01, -0.07)
Se (3.55, -0.31, -1.57)
H (-7.05, 3.05, 4.97)
C (3.27, 3.74, 1.77)
C (-2.44, -2.27, 4.63)
C (-1.29, -3.05, 2.50)
C (2.20, -2.05, 1.71)
H (-1.57, 5.73, -3.87)
C (-3.64, -2.83, -3.00)
H (-1.27, 7.20, 2.93)
H (-0.71, 5.19, 5.35)
H (-1.35, -5.76, 0.34)
H (-4.15, -2.47, -3.89)
N (-2.77, 1.66, 1.43)
H (5.92, 3.23, -4.54)
H (-1.19, 8.10, -0.03)
H (5.93, -2.52, 2.94)
H (5.17, -3.12, 0.89)
C (1.00, 2.61, 1.45)
C (5.11, 2.67, -5.01)
C (0.33, 3.04, 4.05)
H (1.69, 0.70, -3.80)
H (1.60, 1.97, -5.03)
H (-1.98, 4.01, -4.13)
H (0.90, 2.43, 7.38)
H (6.28, -1.43, 1.58)
H (3.82, -2.03, 4.43)
H (-2.63, -0.20, 5.18)
C (-3.52, 6.21, 1.72)
H (-0.22, 4.73, 6.99)
C (4.60, 1.19, -2.25)
C (-4.56, 1.93, 2.82)
N (-1.49, -3.10, 3.85)
H (-4.31, 6.29, 0.97)
H (1.00, 5.10, 5.77)
H (4.06, 3.20, 2.27)
H (-2.10, 3.00, 5.27)
C (-3.46, 0.85, 0.58)
C (1.12, 2.40, 6.32)
C (-2.01, -4.73, -1.48)
H (-3.72, -2.07, -2.22)
C (-5.15, 2.55, 4.09)
Ge (3.72, 2.23, -3.69)
H (-1.04, 5.46, 2.64)
H (-4.99, 4.40, 5.19)
C (-1.57, -1.78, -3.87)
H (1.13, -4.99, 3.44)
H (4.89, 1.06, 2.62)
C (-5.36, 1.10, 1.99)
C (3.02, 3.85, -2.87)
C (-6.69, 2.52, 4.08)
H (-2.46, -3.82, -5.33)
H (4.70, 3.28, -5.82)
H (4.66, -0.48, 4.65)
C (-1.32, 4.71, -3.60)
C (1.93, 3.30, 2.28)
H (-2.17, -1.51, -4.74)
C (-2.04, -0.80, 4.48)
N (-3.31, 2.18, 2.55)
H (-7.10, 3.03, 3.21)
C (-4.68, 1.75, 5.31)
C (4.39, -1.02, 2.59)
C (5.84, -1.50, 2.58)
C (-0.45, -3.16, -1.34)
N (-0.30, -4.01, -0.31)
C (-0.50, -3.89, 4.42)
H (-2.53, -3.72, 6.27)
C (-4.82, 0.53, 0.89)
H (-0.08, 6.64, 1.75)
H (-4.10, -3.59, 4.23)
S (1.08, -0.93, 2.34)
H (2.96, -0.51, 4.17)
H (3.81, 4.42, -2.38)
H (5.52, 1.76, -5.44)
C (3.92, -1.01, 4.05)
H (-2.93, 7.95, -0.34)
H (-6.61, -0.50, 0.35)
H (5.59, 0.83, -2.53)
H (-3.53, 5.21, 2.14)
C (-4.71, 4.01, 4.21)
H (-1.81, 6.56, -1.75)
C (-1.71, 5.58, -1.32)
H (3.36, 3.58, 0.70)
C (4.32, 0.38, 1.99)
H (-2.86, -5.26, -1.87)
N (1.91, -3.16, 0.98)
H (4.72, 1.86, -1.39)
H (-1.32, 1.47, 5.65)
H (-0.44, -4.08, 5.47)
H (-3.59, 1.69, 5.32)
H (-3.07, -2.09, 6.66)
H (2.26, 3.59, -2.13)
C (-1.86, 5.38, 0.07)
H (-5.10, -1.40, 0.04)
H (4.74, 0.38, 0.98)
H (-4.05, -2.17, 3.17)
H (-4.55, -2.01, 4.87)
S (-2.19, -2.18, 1.35)
C (-1.27, -4.98, -0.39)
N (-1.76, 4.19, 0.57)
H (-0.98, -0.67, 4.71)
C (0.03, 3.15, 5.53)
H (-4.15, -3.74, -2.66)
H (-5.55, -0.08, -1.03)
H (-5.19, 4.62, 3.45)
C (3.91, -1.52, -3.04)
H (2.55, 4.49, -3.62)
H (-5.01, 2.22, 6.23)
H (-3.72, 6.94, 2.51)
H (-7.08, 1.51, 4.12)
C (3.09, -3.72, 0.54)
H (-6.39, 0.90, 2.24)
H (3.29, 0.73, 1.93)
H (-0.54, -1.89, -4.17)
H (1.04, -5.18, 0.99)
H (-2.51, -5.09, -4.11)
C (-2.15, 7.87, 0.43)
N (-0.27, 2.39, 1.94)
S (0.62, -1.84, -1.66)
C (2.27, 1.25, -4.55)
N (-1.51, -3.59, -2.08)
H (-3.63, 4.11, 4.09)
H (-2.36, 8.62, 1.19)
H (2.63, 0.56, -5.30)
C (-2.16, -3.08, -3.33)
H (-1.35, -2.41, 6.53)
C (-1.32, 2.54, 5.86)
H (3.10, -4.60, -0.07)
H (3.34, -2.43, -2.84)
C (-2.01, -4.17, -4.39)

E_HOMO (spin up / spin down) ... -0.1993 / -0.2484 hartree
ΔE to the lowest compared entry with this formula, charge and spin ... 5.2 kcal per mole
Expectation value of S² ... 0.77
Kohn-Sham gap (spin up / spin down) ... 5.36 / 6.25 eV
Strongest force on any atom ... 0.014 hartree/bohr
Spin multiplicity ... 2

- Number 2 is which compound?
  C53H76F8O37